Record 1
The following is a quantum chemistry calculation of a structure of composition C33H59F3NaO20 at a distorted geometry, from the Open Molecules 2025 dataset.

Values from the calculation:
total charge = +1
lowest unoccupied orbital energy = -1.53 eV
total energy = -88694.314 eV
largest force on an atom = 4.03 eV Å⁻¹

Geometry (Å):
Na  -0.1032  -0.4182  0.0913
C  1.2108  5.1678  -0.1412
C  2.3566  4.2352  -0.0089
O  1.6674  3.0110  0.2347
C  0.4648  3.2135  0.7283
O  -0.3648  2.4039  1.0755
O  0.1885  4.4946  0.6162
F  3.0217  4.5901  1.1257
H  0.9061  5.2095  -1.1869
H  1.3780  6.1603  0.2773
H  3.0373  4.1272  -0.8534
C  -4.9439  2.2189  -1.8971
C  -4.5354  3.0772  -0.7185
O  -3.1601  2.8235  -0.5871
C  -2.8799  1.6648  -1.2368
O  -1.7934  1.1064  -1.2297
O  -3.9414  1.2111  -1.8820
F  -5.1094  2.5780  0.3494
H  -4.9496  2.9003  -2.7479
H  -5.9372  1.8192  -1.6926
H  -4.8136  4.1298  -0.7708
C  1.9483  2.3696  4.2861
C  0.5687  1.9114  4.6495
O  0.3528  0.7926  3.8347
C  1.3665  0.5839  3.0212
O  1.4084  -0.2727  2.1179
O  2.3655  1.4528  3.2677
F  -0.3486  2.8204  4.4084
H  2.6050  2.2582  5.1490
H  1.9213  3.3976  3.9247
H  0.4649  1.6462  5.7016
C  3.1951  -3.7670  2.5355
C  4.3736  -4.7484  2.7511
O  5.5330  -3.9296  2.7134
C  6.7216  -4.6127  2.4044
C  7.9778  -3.7654  2.8691
H  3.2093  -3.1263  3.4173
H  3.3150  -3.1627  1.6363
H  2.2110  -4.2193  2.4124
H  4.2949  -5.2127  3.7341
H  4.3209  -5.4755  1.9408
H  6.7525  -5.5569  2.9481
H  6.5981  -4.9182  1.3654
H  8.9416  -4.2682  2.7894
H  7.8631  -3.4323  3.9006
H  8.0316  -2.8590  2.2662
O  -0.3684  -1.7211  -1.9803
C  -0.4143  -2.0324  -3.1756
O  -1.6205  -2.2849  -3.9014
C  -2.9012  -2.1862  -3.3340
C  -3.3455  -3.5849  -2.8001
C  0.7938  -2.3476  -3.9921
H  -3.5862  -1.7974  -4.0875
H  -2.8191  -1.3372  -2.6553
H  -3.5018  -4.2837  -3.6219
H  -4.2786  -3.4943  -2.2439
H  -2.5750  -4.0568  -2.1903
H  0.8196  -3.4136  -4.2181
H  1.7169  -2.0573  -3.4904
H  0.6614  -1.8846  -4.9699
O  2.0980  0.3593  -1.3945
C  3.3153  0.2407  -1.1901
O  4.2468  0.6598  -2.1197
C  3.9361  1.3909  -3.3100
C  3.4560  0.5084  -4.4707
C  3.9089  -0.5263  -0.0601
H  4.9063  1.8603  -3.4727
H  3.1964  2.1551  -3.0713
H  2.7862  -0.2147  -4.0054
H  4.1987  -0.1967  -4.8440
H  2.9075  0.9692  -5.2922
H  3.4554  -1.5147  0.0148
H  3.4947  -0.0177  0.8104
H  4.9871  -0.3846  -0.1333
O  -0.5908  -2.5973  1.0129
C  -1.1249  -3.5322  1.5769
O  -1.5326  -3.5060  2.8977
C  -1.1176  -2.4823  3.7601
C  -2.0406  -2.6184  5.0477
C  -1.5914  -4.8181  0.8534
H  -1.3057  -1.5016  3.3230
H  -0.0633  -2.5196  4.0341
H  -1.7194  -3.5228  5.5643
H  -3.1062  -2.6603  4.8223
H  -1.8583  -1.8196  5.7666
H  -2.6688  -4.8661  1.0113
H  -1.1094  -5.6780  1.3186
H  -1.4300  -4.7639  -0.2233
O  -3.5261  4.8515  -3.2373
C  -2.6356  5.1245  -4.0570
O  -1.3486  4.7026  -4.0204
C  -0.8434  3.7023  -3.1212
C  0.5606  3.2710  -3.4305
C  -2.9019  6.1800  -5.0726
H  -1.4049  2.7790  -3.2639
H  -0.8465  3.9396  -2.0573
H  0.9168  2.4585  -2.7972
H  1.2037  4.1494  -3.3765
H  0.5549  2.8591  -4.4396
H  -3.5092  5.8741  -5.9245
H  -1.9847  6.6933  -5.3612
H  -3.4075  7.0028  -4.5671
O  -2.3861  -0.3627  1.4013
C  -3.2249  0.1464  2.1472
O  -4.4095  -0.4620  2.3609
C  -4.8529  -1.5878  1.6465
C  -5.0604  -1.2940  0.1469
C  -3.0395  1.3816  2.9881
H  -5.7966  -1.9202  2.0790
H  -4.1223  -2.3844  1.7870
H  -4.1346  -0.8903  -0.2631
H  -5.8073  -0.5178  -0.0195
H  -5.2396  -2.2590  -0.3272
H  -1.9602  1.5311  2.9588
H  -3.1631  1.2076  4.0570
H  -3.5377  2.2731  2.6072


Record 2
The following is a quantum chemistry calculation of a cluster of 2 separate species, C5H8Cl3P in total at a distorted geometry, from the Open Molecules 2025 dataset.

Values from the calculation:
energy relative to the best compared isomer or geometry (same formula, charge and spin) = 69.1 kJ/mol
lowest unoccupied orbital energy = 0.08 eV
total energy = -52169.486 eV
largest force on an atom = 5.21 eV Å⁻¹

Geometry (Å):
C  1.0949  1.5034  -2.0275
C  0.1476  0.8742  -1.3240
C  -1.1080  -0.1271  1.9926
C  0.3236  -0.3560  -0.6383
C  0.3310  0.0908  1.4745
P  -0.9244  -1.6251  -0.7113
Cl  0.8569  1.7531  1.4752
Cl  -0.6169  -2.2867  -2.6044
Cl  -0.0977  -2.9927  0.5253
H  0.6831  2.4525  -2.3781
H  2.1495  1.3289  -2.0983
H  -0.9056  1.1533  -1.2252
H  -1.3361  -1.1922  1.8754
H  -1.7499  0.4606  1.3089
H  -1.2410  0.2455  3.0937
H  1.4047  -0.7091  -0.7196
H  0.9881  -0.5735  1.9810


Record 3
The following is a quantum chemistry calculation of the molecule C19H23FN2, from the Open Molecules 2025 dataset.

Values from the calculation:
SMILES = Fc1ccccc1N1CCN(CCCc2ccccc2)CC1
energy relative to the best compared isomer or geometry (same formula, charge and spin) = 47.2 kJ/mol
lowest unoccupied orbital energy = 0.80 eV
total energy = -25773.604 eV
largest force on an atom = 0.49 eV Å⁻¹

Geometry (Å):
F  2.2461  2.3236  -1.6588
C  3.1664  1.3176  -1.6584
C  4.4307  1.6370  -2.1023
C  5.4332  0.6825  -2.0853
C  5.1369  -0.5851  -1.6169
C  3.8639  -0.9022  -1.1872
C  2.8208  0.0376  -1.1948
N  1.5661  -0.2818  -0.7552
C  0.3765  0.4179  -1.1968
H  0.5425  0.8267  -2.1955
C  -0.7981  -0.5504  -1.2515
N  -1.1194  -1.0067  0.0830
C  0.0628  -1.2232  0.8973
C  1.3288  -1.4452  0.0654
H  1.2168  -2.3566  -0.5435
H  2.1756  -1.5884  0.7423
H  0.2132  -0.3416  1.5334
H  -0.0869  -2.0877  1.5486
C  -2.1156  -2.0525  0.1356
C  -2.9241  -1.9767  1.4323
H  -3.5676  -2.8570  1.4980
H  -2.2433  -1.9930  2.2840
C  -3.7931  -0.7154  1.4998
C  -2.9826  0.5471  1.4188
C  -3.0992  1.4023  0.3313
C  -2.3386  2.5550  0.2510
C  -1.4539  2.8756  1.2659
C  -1.3496  2.0442  2.3683
C  -2.1124  0.8936  2.4455
H  -2.0304  0.2541  3.3132
H  -0.6711  2.2959  3.1714
H  -0.8528  3.7706  1.2005
H  -2.4331  3.2050  -0.6071
H  -3.7914  1.1620  -0.4638
H  -4.5171  -0.7375  0.6828
H  -4.3485  -0.7297  2.4419
H  -1.6682  -3.0591  0.0422
H  -2.7936  -1.9129  -0.7099
H  -1.6710  -0.0274  -1.6530
H  -0.5531  -1.3820  -1.9378
H  0.1234  1.2427  -0.5187
H  3.6637  -1.9072  -0.8525
H  5.9041  -1.3449  -1.5938
H  6.4254  0.9295  -2.4272
H  4.6178  2.6438  -2.4424


Record 4
The following is a quantum chemistry calculation of the molecule C9H5NO at a distorted geometry, from the Open Molecules 2025 dataset.

Values from the calculation:
SMILES = N#Cc1cc2ccccc2o1
energy relative to the best compared isomer or geometry (same formula, charge and spin) = 32.4 kJ/mol
lowest unoccupied orbital energy = 0.07 eV
total energy = -12949.735 eV
largest force on an atom = 3.68 eV Å⁻¹

Geometry (Å):
C  -3.5863  -0.1825  0.0781
C  -2.1532  0.1694  -0.1179
C  -1.4067  1.3115  -0.1042
C  0.0500  0.7536  -0.1416
C  1.3642  1.2547  0.0182
C  2.4032  0.2985  0.2336
C  2.1125  -1.0565  -0.0471
C  0.8314  -1.5425  -0.1454
C  -0.1497  -0.6230  -0.0503
H  -1.6418  2.3638  -0.3663
H  1.4127  2.3432  0.0856
H  3.4330  0.6465  0.4349
H  2.8779  -1.8013  0.1810
H  0.5817  -2.6092  -0.2330
N  -4.7219  -0.4138  0.1551
O  -1.4070  -0.9123  0.0193


Record 5
The following is a quantum chemistry calculation of a structure of composition C46H44N8O2SSe2Ta at a distorted geometry, from the Open Molecules 2025 dataset.

Values from the calculation:
energy relative to the best compared isomer or geometry (same formula, charge and spin) = 181.4 kJ/mol
total charge = +3
lowest unoccupied orbital energy = -8.81 eV
total energy = -207486.019 eV
largest force on an atom = 3.22 eV Å⁻¹

Geometry (Å):
Ta  -0.4583  0.9642  0.3550
C  1.2432  2.7048  -3.3772
Se  -0.2747  2.6737  -2.1415
C  -1.5073  1.8270  -3.4275
C  -2.6204  0.9961  -2.7418
Se  -2.9419  1.3765  -0.8116
C  -4.1624  -0.1417  -0.5276
H  0.8572  2.9653  -4.3482
H  1.6506  1.7199  -3.4396
H  1.9920  3.3994  -2.9838
H  -0.9685  1.1660  -4.0166
H  -1.8851  2.5719  -4.1353
H  -2.3298  -0.0675  -2.6634
H  -3.5318  1.0400  -3.2863
H  -5.1307  0.1547  -0.9243
H  -4.2270  -0.2227  0.5463
H  -3.7885  -1.0118  -1.0181
C  -3.6270  1.5240  3.4253
C  -3.2296  0.7002  4.4874
C  -2.0743  -0.0804  4.2610
C  -1.3023  0.0378  3.1303
C  -1.7642  0.7665  2.0518
C  -2.9657  1.4247  2.2122
C  -0.0991  -0.7272  2.9841
C  0.4520  -1.4580  4.0489
C  1.2567  -2.5079  3.7043
C  1.7356  -2.6741  2.4389
C  2.5552  -3.8313  2.1076
C  3.5381  -3.9435  1.2106
C  4.0366  -2.8483  0.3722
C  3.2118  -1.9654  -0.0656
C  1.3644  -1.7368  1.4837
N  0.3847  -0.8026  1.6955
H  -4.4687  2.1862  3.4816
H  -3.7845  0.6367  5.4725
H  -1.8054  -0.6884  5.0763
H  -3.4893  1.9375  1.4090
H  0.2215  -1.3620  5.1257
H  1.6702  -3.1526  4.4305
H  2.4143  -4.7093  2.7379
H  4.1374  -4.8817  1.1352
H  5.0759  -2.8310  0.0822
H  3.5106  -1.2427  -0.7671
C  6.8410  0.7174  3.9471
C  5.6876  0.8274  3.0079
C  4.3848  0.6070  3.4835
C  3.3424  0.6812  2.6119
C  3.5565  1.0349  1.2848
C  4.8410  1.2442  0.7956
C  5.8972  1.1023  1.6706
S  2.2129  1.2044  0.1843
O  2.6919  1.8726  -1.0393
O  1.8711  -1.8236  0.2565
N  1.0503  2.0847  0.9772
C  1.2717  3.4979  1.2490
C  2.5046  4.0203  1.4678
C  2.5908  5.4459  1.5743
C  1.4800  6.2059  1.2898
C  0.1798  5.6453  1.1919
C  -1.1054  6.2468  1.0496
C  -2.2079  5.5159  0.8170
C  -2.1083  4.1295  0.6389
N  -0.9866  3.4518  0.6870
C  0.1075  4.2214  1.0828
H  6.6801  1.2186  4.9050
H  7.7801  1.0666  3.5507
H  6.9338  -0.3464  4.2129
H  4.1773  0.4884  4.5375
H  2.3239  0.5662  2.9401
H  5.0141  1.6297  -0.2345
H  6.9259  1.1065  1.3705
H  3.3918  3.4319  1.7189
H  3.6070  5.8431  1.7154
H  1.6642  7.2916  1.1791
H  -1.1674  7.3453  1.1811
H  -3.1714  5.8777  0.6470
H  -3.0216  3.6344  0.3448
C  -1.9189  -2.4266  0.1528
C  -0.9763  -1.9479  -0.8882
N  -0.3851  -0.7333  -1.0092
C  0.3999  -0.7368  -2.1320
C  0.2666  -1.9183  -2.7541
N  -0.5891  -2.6746  -1.9573
C  -1.3150  -3.8342  -2.5401
N  -2.4912  -3.3677  -3.3413
N  -2.8637  -2.0485  -3.2693
N  -3.8555  -1.8790  -4.0441
C  -4.1494  -3.0574  -4.6613
C  -5.0954  -3.4053  -5.6253
C  -5.1561  -4.6742  -6.0798
C  -4.2097  -5.6190  -5.6093
C  -3.2275  -5.3439  -4.6602
C  -3.2265  -4.0106  -4.2475
H  -1.9731  -1.6728  0.9448
H  -1.5348  -3.3792  0.5589
H  -2.8454  -2.7281  -0.3056
H  1.0928  0.0515  -2.4415
H  0.6643  -2.3183  -3.6740
H  -1.5868  -4.4271  -1.6629
H  -0.6048  -4.3875  -3.1411
H  -5.7762  -2.6725  -5.9885
H  -5.9514  -4.9978  -6.7066
H  -4.1757  -6.6767  -5.9004
H  -2.6282  -6.0870  -4.1037


Record 6
The following is a quantum chemistry calculation of the molecule C2H5N3O2 at a distorted geometry, from the Open Molecules 2025 dataset.

Values from the calculation:
SMILES = [H]/N=C/NO/C=N/O
energy relative to the best compared isomer or geometry (same formula, charge and spin) = 789.0 kJ/mol
lowest unoccupied orbital energy = 0.41 eV
total energy = -10713.633 eV
largest force on an atom = 6.75 eV Å⁻¹

Geometry (Å):
C  -1.5124  0.8295  0.1182
C  2.1321  0.1518  -0.2319
H  -3.1153  -1.6822  -0.0295
H  -2.3095  1.5441  0.4441
H  0.1209  -0.6381  0.5133
H  2.5037  1.2119  -0.5458
H  3.7600  -0.7651  -0.0747
N  -1.7707  -0.4908  0.1337
N  0.5991  0.1697  -0.0640
N  2.7961  -0.9896  0.0853
O  -3.1232  -0.6795  -0.2859
O  -0.0808  1.3383  -0.0628